(1)
Formula: C4H17NO3
Source: the OMol25 dataset
Level of theory: ωB97M-V with the def2-TZVPD basis set

Structure (XYZ):
```
25
Properties=species:S:1:pos:R:3:forces:R:3
C 0.86608 -1.44050 -0.76939 2.2844 -0.6218 1.1000
O -1.46707 6.79994 1.28574 -0.1938 0.6372 -0.4380
H 0.70998 -2.17466 1.21661 -0.2149 -0.1180 0.1236
H 2.95278 -1.55478 -1.12230 -0.1519 -0.0069 -0.0823
H 1.53413 0.32088 -3.67346 0.6738 -0.2402 0.0474
H 0.21868 0.47046 -1.49323 -0.4229 0.2263 0.0740
O -1.29290 -4.35734 3.59516 0.5980 -0.7923 -0.3148
H 1.92358 0.42165 -1.31828 0.2472 -0.3060 0.6269
H -1.75310 5.89863 1.13772 0.1647 -0.1235 0.3232
H -0.69494 -1.25484 0.74028 -0.4175 0.1675 0.0433
O -3.72865 3.72328 0.48697 -0.1293 0.1850 -0.3624
H -1.10232 -4.90941 2.81840 -0.4027 0.4478 -0.0268
H -2.81778 3.75614 0.78452 -0.0434 -0.2433 0.2207
H -4.26197 3.34585 1.19083 0.1960 -0.0136 0.1443
H 0.22225 -0.71944 -3.49865 -0.0227 -0.5793 0.0087
H 2.49351 -2.19975 0.27890 0.0496 -0.1065 -0.1137
C 0.38102 -1.28673 0.67742 0.2920 -0.0180 -0.2490
H -0.69090 -4.78373 4.21973 -0.1881 0.3518 0.3311
H 1.83138 -1.43765 -3.17080 0.2719 0.0230 -0.5543
H 0.22137 -2.17646 -1.24613 -0.2643 0.2977 -0.3661
C 1.22024 -0.54864 -3.09475 -1.0195 0.7046 0.7137
N 2.23084 -2.12798 -0.69819 -0.5680 0.1514 0.1633
C 1.06848 -0.19192 -1.59153 -0.7758 0.3019 -1.2656
H -0.86823 6.86111 2.03027 0.0076 -0.4455 0.1125
H 0.80351 -0.43415 1.21415 0.0295 0.1207 -0.2597
```
Positions in Å, forces in eV/Å.

Summary:
Frontier orbital gap ... 9.57 eV
SMILES ... CC[C@H](C)N.O.O.O
HOMO ... -0.338 Eh
Charge ... 0
Energy above the lowest of the compared OMol25 structures with the same formula, charge and spin ... 1.051 eV

(2)
Formula: C39H70BCl3IN4O19S4
Source: the OMol25 dataset
Level of theory: ωB97M-V with the def2-TZVPD basis set

Structure (XYZ):
```
141
Properties=species:S:1:pos:R:3:forces:R:3
H -3.65782 -1.28651 -1.35452 0.0194 0.0088 -0.0679
C 0.18119 -1.59137 1.80530 -0.4366 -0.7599 -0.0621
H -0.76974 -1.25495 2.19367 -0.1259 0.4196 -0.0284
H -7.63475 -5.99579 -3.52802 -0.0217 0.0630 0.0318
H -5.56869 2.16920 -3.00130 -0.1920 0.0734 -0.1103
O -7.01686 -3.15275 -3.84180 -0.0799 0.1635 0.0655
S 9.91675 -0.55526 -0.99619 0.0863 0.2200 0.5335
H 12.65860 -0.78002 -1.15289 -0.1659 -0.0462 0.0350
N -3.23724 0.97325 -2.50274 0.1386 1.0559 0.1524
H 13.51171 1.20952 -2.46502 0.0276 -0.0144 0.0682
C 3.41111 1.74886 -0.57046 1.1619 0.4650 0.8581
H -0.20732 2.44818 -2.04702 0.5844 0.2921 0.4408
S 0.25453 -2.30442 6.12236 0.2663 0.4702 0.2772
C 0.27665 1.89752 -2.83693 -1.5961 -0.2400 -0.6764
H 2.32445 -1.24039 6.44894 -0.0023 -0.0181 0.0037
C 12.38685 0.24750 -0.90907 0.5785 0.0754 -0.3240
H 3.40130 -1.21167 -0.79894 0.0683 0.0193 -0.0105
O -0.11107 -1.58366 7.48293 0.0787 0.0952 -0.1200
H 4.62360 -1.83353 -4.04093 0.1173 -0.1242 -0.0113
H -10.73712 4.76981 2.24793 -0.0077 0.0052 -0.0170
H -1.56278 -1.11349 8.81734 0.1975 0.1183 -0.0857
H -12.52206 4.33684 -1.51504 0.1278 0.0296 0.1046
H 6.58800 2.14158 -0.23129 0.4580 0.0132 -0.3453
Cl 0.06767 1.13715 1.88447 0.0265 0.0252 -0.1283
N 1.41360 1.04034 -2.23566 -0.4537 0.5716 -0.5356
H -10.33782 3.02567 2.34703 0.0044 -0.0147 -0.0237
H 0.70788 2.56657 -3.55864 0.5286 0.2525 0.1908
O -0.82421 -2.13026 5.19545 -0.0703 -0.2634 -0.1083
H 1.00752 5.39191 -1.69870 0.1304 0.3597 0.0970
H 3.24472 -1.86934 -5.07064 -0.2130 0.2336 -0.3032
C 1.03318 -0.36047 1.44830 -0.5477 0.4786 0.6993
H 5.75530 -0.02278 -2.05630 0.6848 0.0034 0.2207
H -2.22562 -3.39688 9.41597 -0.0126 0.0745 0.0082
C -2.24812 1.84241 -3.07385 0.0945 0.5478 -0.2610
C -0.92868 1.26997 -3.58951 -0.8190 -1.2014 -0.1531
H -3.27178 -2.73392 -3.29836 -0.0411 -0.2141 -0.0688
C 1.58186 -1.24266 5.65524 0.0050 0.1443 0.0633
O 10.35295 -1.90291 -1.17823 -0.0215 -0.0601 -0.2915
C -1.36946 -1.91974 8.11326 -0.5115 -0.2303 0.3554
H -6.03737 3.82568 0.91687 -0.1344 0.0519 0.0110
C -4.21661 -2.21928 -1.43831 -0.1755 -0.1114 0.1766
Cl -0.63211 -0.28453 -0.99161 -0.0662 -0.1554 -0.5809
H 0.18120 -2.69905 -0.16406 0.0872 0.0972 -0.0295
C -4.27841 -2.66440 -2.88606 0.2663 0.5074 0.1590
C 3.68707 3.02066 0.34885 -0.1053 0.1737 -0.4789
H 4.53731 2.75741 0.96210 0.1872 -0.3270 0.0143
C 4.80400 -2.17734 2.16568 -0.2269 0.9162 0.2145
O 11.07352 0.27494 -0.30180 -0.1505 -0.0112 0.0604
H -1.20549 -4.07748 8.14616 -0.0269 0.0058 -0.0034
C -12.68210 3.39191 -0.99422 -0.3089 -0.0919 -0.5348
O 3.05369 -3.67656 0.18687 -0.2258 0.2488 0.0766
C 3.79861 -1.21984 -4.40516 0.4426 -0.2401 0.5550
N 3.33721 -2.34234 2.04258 -0.2291 -0.4819 -0.2173
H 7.85414 -0.97590 0.01032 0.0301 -0.0130 -0.0725
H -0.91058 1.57592 -4.62716 0.2723 0.1727 -0.1810
C 2.95918 -2.57292 0.67086 0.1877 -0.8399 -0.0481
H -12.47720 1.27297 -1.33522 -0.0805 0.0031 -0.0032
H -5.21386 -2.05565 -1.03173 0.0045 0.0185 -0.0117
H 0.93847 3.67743 0.65489 0.0594 0.0629 -0.2306
H 11.86887 0.77510 -2.94285 0.0247 -0.0205 -0.0025
H -11.38420 2.25413 -2.29985 -0.0114 0.0182 -0.0104
C -4.30067 2.65471 0.61568 0.4658 -0.2829 -0.3683
C 2.67510 3.32864 1.43635 -0.3469 -0.1952 0.7550
O -2.38372 3.03990 -3.16169 0.0997 -0.1953 0.4950
C -3.57159 1.89905 -0.28943 -0.1849 0.1353 0.0837
H -1.23451 -2.91224 0.81136 -0.1988 0.1349 -0.0237
H 5.20320 -1.68957 1.28260 0.1376 -0.1644 -0.1298
H 0.62485 -2.04302 2.68537 0.3088 0.1068 0.1309
H -3.73582 -2.98049 -0.82232 0.0445 -0.0122 -0.0441
H 12.12617 2.15329 -1.88255 0.0773 0.0190 0.0395
O 5.36580 0.06262 -1.17814 -0.9342 -0.1685 -0.1670
H -9.05607 4.21838 2.00592 0.0112 0.0029 -0.0619
I 3.95032 2.38442 -3.54169 0.0256 -0.0692 0.0224
H 2.98771 -3.34457 3.89153 0.1860 0.2797 0.0952
H 0.22814 -3.70383 1.24799 0.1828 -0.0954 0.0688
H -1.01772 0.18667 -3.61634 0.3511 -0.0553 0.1881
C -1.31128 -3.24652 8.84250 0.1763 -0.1288 -0.1729
B 4.96996 1.37131 -0.93623 0.7031 -0.5719 -0.2993
H -2.63483 1.43868 -0.01690 0.1024 -0.0744 0.1041
C -10.10618 3.97224 1.86637 -0.0381 -0.0032 0.0791
H 2.01119 -1.64210 4.73890 -0.0414 -0.0406 -0.0163
H -4.83178 -1.94877 -3.49889 -0.1193 -0.1110 -0.0125
H 8.58112 0.54709 0.59086 0.0511 0.0127 0.0029
C -5.25094 2.31026 -1.97987 0.1641 -0.0885 0.2097
C 0.89724 0.55362 -0.89549 -0.1106 -0.2033 0.9804
H 4.05854 3.88169 -0.19903 -0.4366 0.1866 -0.2203
H 5.31801 -3.10903 2.38348 -0.0292 -0.2636 -0.2858
H -3.83437 0.60876 -3.23996 0.2003 -0.3354 -0.0828
H -3.90128 2.78829 1.60764 -0.1623 0.1069 0.2140
H 4.99793 -1.50307 2.99946 0.0802 0.0064 0.1543
C 2.48128 -1.49080 -0.29833 -0.2543 0.4700 0.3672
O -6.81061 -4.10008 -1.55756 -0.1359 0.1077 0.0517
H 4.27458 -0.38141 -4.89781 -0.3110 0.1476 -0.3528
O 0.77879 -3.60316 6.40435 -0.0965 -0.1766 -0.2572
C 1.70998 -0.04705 -3.24954 0.9770 -1.3921 -1.0107
C 2.55276 2.05188 -1.87155 1.0665 0.4909 0.1952
O -4.84741 -3.97399 -3.03726 0.0244 -0.1262 -0.0863
H 1.85161 -2.00841 -1.00898 -0.0148 -0.2415 0.0206
H -2.16896 -1.90487 7.37156 0.1230 0.0110 -0.1248
O 2.88727 2.94247 2.55610 0.1503 0.0946 -0.3011
H -5.98462 -6.39578 -2.98138 -0.0065 0.0176 0.0288
C -5.97851 3.06005 -1.07110 0.0848 -0.2154 -0.6148
Cl 1.52520 0.47301 -4.96122 -0.0535 0.1467 0.2817
O -10.30344 5.09900 -0.48108 0.1339 -0.0270 -0.2474
O -9.59420 2.72074 -0.35751 0.1882 0.1105 -0.1984
H 0.91847 -0.77251 -3.14123 -0.4397 0.1626 0.3200
C 2.94209 -3.52982 2.82280 -0.2256 -0.2511 0.1359
H 1.79277 -0.29711 2.20975 0.3503 -0.1814 0.0008
O 1.58575 4.11933 1.21438 0.1481 -0.0453 0.0614
O 9.38448 0.20035 -2.08922 -0.1303 -0.1478 -0.1786
C -4.06107 1.74647 -1.57036 0.3710 -0.7430 -0.5809
H 3.76204 -0.34525 -2.49983 -0.3550 0.0924 0.1344
C 3.03718 -0.84692 -3.13216 0.3260 0.2320 -0.2981
C 8.77192 -0.49391 0.34215 -0.0742 0.0050 0.0924
H 2.83556 -1.80152 -2.66888 -0.3060 0.0245 0.1384
N 2.86486 0.80839 0.41419 -1.5093 1.0117 -0.4304
S -6.43694 -4.09436 -2.93528 0.1787 -0.2931 -0.1070
C 2.04708 3.39709 -1.76333 -0.8093 -0.0601 0.1038
H 1.91946 -3.81130 2.59699 -0.1316 0.0357 -0.0378
O 3.91901 0.31443 1.15441 0.4957 -0.5455 -0.0459
H -13.71998 3.37067 -0.66906 0.0717 0.0183 0.2239
C -0.16050 -2.76831 0.86050 0.0608 -0.1150 -0.1330
H 3.56192 -4.40044 2.61644 0.1237 -0.0457 -0.1317
H -13.09677 2.18770 -2.72446 -0.0538 0.0350 0.0390
H 13.06918 0.59008 -0.13445 -0.1861 0.0008 0.1592
C 1.55870 4.48565 -1.71056 -0.2163 -0.0174 -0.0970
H -6.89385 3.51046 -1.41486 -0.2455 0.1271 0.2602
H -0.45806 -3.27552 9.51958 -0.0417 0.0479 0.0569
C -6.58414 -5.72109 -3.58642 0.0711 -0.0541 -0.0533
H 3.77110 0.56008 2.08056 -0.1829 0.3376 -0.0713
C -5.48886 3.22471 0.20632 -0.3913 0.5038 0.7132
H 1.18832 -0.24333 5.48546 -0.0152 -0.0007 0.0210
H 9.19207 -1.02444 1.19192 0.0312 0.0058 -0.0082
S -10.37989 3.81036 0.13538 -0.2983 -0.0930 0.5046
O 5.96704 2.32910 -0.94488 -0.7836 0.1231 0.5058
C 1.80225 -0.15815 0.12886 1.6968 -0.7833 -0.1463
O -11.89971 3.36417 0.21974 0.0567 0.0425 0.0873
C 12.47912 1.15042 -2.12219 -0.2678 -0.0308 -0.0877
H -6.24887 -5.71806 -4.61964 -0.0017 0.0211 -0.0008
H 0.67423 1.48809 -0.39018 -0.1011 0.1814 -0.0250
C -12.39324 2.20576 -1.89220 0.2561 -0.0265 0.0492
```
Positions in Å, forces in eV/Å.

Summary:
Frontier orbital gap ... 7.24 eV
HOMO ... -0.406 Eh
Charge ... +1

(3)
Formula: C9H15NOSi
Source: the OMol25 dataset
Level of theory: ωB97M-V with the def2-TZVPD basis set

Structure (XYZ):
```
27
Properties=species:S:1:pos:R:3:forces:R:3
Si 1.00704 1.60642 -1.52662 2.0814 0.7752 -0.8315
H -0.43088 0.08031 -3.02455 1.9748 -0.0094 0.5221
H 3.02919 1.98917 0.17302 -1.4173 -1.3916 -1.1956
H -1.20302 -2.94147 -0.10406 0.1870 -0.8634 -2.4347
C -0.67069 -1.31697 1.08648 -0.3774 0.3549 -0.3344
H 1.37405 -0.50283 -2.64258 -1.0771 0.0939 -0.1454
H -2.57365 -4.14151 1.46745 -0.1183 -0.6290 0.1834
C 1.07080 3.52552 -2.00029 0.7180 -2.9090 -1.4978
H -1.08031 1.26459 -0.78375 -1.4010 -0.3872 -0.3051
C 0.69981 0.33570 -2.94308 -0.8126 -0.1869 0.3520
H 0.30153 3.57085 -2.81847 1.2829 0.6781 0.3625
C -1.73658 -1.38994 3.28066 1.6804 0.1697 -0.1480
C 2.52719 1.13403 -0.46598 2.5152 0.8737 0.0793
H 2.15979 3.79423 -2.14168 -1.4324 -0.1275 -0.6411
N -0.22312 1.51568 -0.35331 -0.3037 0.6948 1.1421
H -1.92063 -1.13242 4.30847 0.1765 0.8700 0.0811
H 0.73620 4.02571 -1.15883 -0.8223 1.1400 1.6656
C -2.09121 -3.23916 1.76745 0.7582 1.2007 -2.7587
C -2.26371 -2.63357 2.95805 -0.3591 0.0671 0.7168
O 0.02934 -0.75608 0.17159 -0.2874 -0.9156 1.0908
H 3.45712 0.60695 -0.87943 -1.4072 0.7587 -0.1074
C -0.82601 -0.77400 2.41308 -0.6185 0.0830 -0.1011
C -1.40143 -2.51134 0.80299 0.2097 -0.2879 1.7492
H -0.25686 0.14845 2.53330 -0.3933 -0.1335 0.6075
H -2.81826 -3.19768 3.64810 -0.7609 -0.2200 1.2871
H 2.12399 0.40032 0.20488 -0.2460 -0.2699 0.6731
H 0.98034 0.53906 -3.97290 0.2503 0.5710 -0.0120
```
Positions in Å, forces in eV/Å.

Summary:
Frontier orbital gap (spin up / spin down) ... 8.77 / 6.94 eV
HOMO (spin up / spin down) ... -0.332 / -0.329 Eh
Charge ... 0
Energy above the lowest of the compared OMol25 structures with the same formula, charge and spin ... 2.743 eV

(4)
Formula: C3H13N2O
Source: the OMol25 dataset
Level of theory: ωB97M-V with the def2-TZVPD basis set

Structure (XYZ):
```
19
Properties=species:S:1:pos:R:3:forces:R:3
C -0.76107 -0.77110 0.85267 0.5526 -0.5529 2.8740
H -0.82005 -1.79321 -1.00733 -0.2558 1.3573 0.8029
H -0.42817 -0.04817 -2.40424 -0.2463 0.0724 -2.1628
H 0.81459 -0.30916 -1.14476 -1.8644 1.6830 -2.1581
H 0.93799 1.19794 1.12196 -1.4014 0.4968 -0.1738
C -1.05289 0.61496 1.43113 1.7396 0.2856 3.9565
H 0.26128 -1.21618 1.11029 -0.8138 1.2900 -0.3181
H 3.36018 0.12612 -1.62488 0.0453 0.4729 -0.3321
O 2.63517 -0.45438 -1.39064 -0.9352 0.9356 -0.7696
H 3.04146 -1.05066 -0.80605 0.7861 -1.5677 1.2889
N -0.02074 1.59142 0.91825 0.5631 -2.7453 -0.8890
N -0.19635 0.11441 -1.47577 2.9895 -1.5692 5.5816
H -0.90229 0.54256 2.61550 -0.4727 0.0229 -2.3099
H -2.12240 -0.68961 -0.75250 0.8888 0.8478 -0.0143
H -0.18774 1.04781 -1.05410 -0.0913 0.7873 -0.4920
C -1.02207 -0.74384 -0.55782 -2.2087 -4.2887 -4.2367
H -0.07707 2.39214 1.46988 -0.1383 1.8404 0.8277
H -1.38006 -1.58220 1.35550 0.1866 1.1910 -0.8591
H -2.07976 1.03116 1.34290 0.6764 -0.5590 -0.6160
```
Positions in Å, forces in eV/Å.

Summary:
Frontier orbital gap ... 10.73 eV
HOMO ... -0.506 Eh
Charge ... +1
Energy above the lowest of the compared OMol25 structures with the same formula, charge and spin ... 1.527 eV

What is the formula in the second record?
C39H70BCl3IN4O19S4